The following is a DFT calculation (wB97M-V/def2-TZVPD) of a molecular structure, C13H9AsBrMoNS5.

Atoms and positions in Å:
Mo1 0.52677 0.06827 -1.20146
S1 0.72912 -1.74032 -5.48620
As1 -0.68433 -0.69847 -4.59578
S2 1.48451 1.21585 -2.63346
S3 -0.70740 -1.37100 -2.26703
S4 -2.00708 0.74174 -4.83816
S5 -0.48691 3.26734 1.79347
C1 0.31558 2.31944 0.69430
N1 -0.39444 1.32991 0.15292
C2 -1.72896 1.32844 0.63944
C3 -2.76678 0.46783 0.29729
C4 -3.98744 0.66382 0.90700
C5 -4.18812 1.69114 1.84293
C6 -3.16553 2.54553 2.18764
C7 -1.93181 2.34645 1.56794
H1 1.35060 2.50243 0.43770
H2 -2.63518 -0.32973 -0.42035
H3 -4.81174 0.01063 0.65508
H4 -5.16061 1.81436 2.29957
H5 -3.31222 3.33893 2.90833
Br1 4.95678 -3.49431 2.05762
C8 3.75162 -2.51499 1.05175
C9 2.85467 -1.67047 1.69475
C10 1.94953 -0.94326 0.93887
C11 1.97139 -1.06594 -0.46249
C12 2.87724 -1.92437 -1.10887
C13 3.75933 -2.64922 -0.34616
H6 2.85774 -1.59098 2.77288
H7 1.24138 -0.30850 1.46030
H8 2.88218 -2.02357 -2.18512
H9 4.46009 -3.32700 -0.81469

Cartesian forces (eV/Å) of the 3 atoms listed first:
Mo 0.6 0.4 -0.2
S 0.4 -0.4 -0.2
As 0.0 0.0 0.2

Results
Molecular weight ... 590.32 g mol⁻¹
Net charge ... +2
LUMO energy ... -9.27 eV
Frontier orbital gap ... 5.6 eV